C59H44BiN8O3S2Si | ωB97M-V/def2-TZVPD

Energy above the lowest of the compared OMol25 structures with the same formula, charge and spin ... 15.61 kcal per mole
HOMO energy ... -9.630 eV
Molar mass ... 1214.3 g mol⁻¹

Structure (ORCA input):
```
! RIJCOSX wB97M-V def2-TZVPD def2/J DEFGRID3
* xyz 1 1
Bi -0.1565 0.6352 0.2408
C -2.0683 -1.6380 4.5344
C -1.2621 -0.5848 4.1208
N -0.2845 -0.7592 3.2434
C -0.1167 -1.9865 2.7518
C -0.8867 -3.0485 3.2190
N -1.8628 -2.8731 4.0968
C 1.0085 -2.1899 1.8058
C 1.7482 -3.3589 1.9089
C 2.8989 -3.5219 1.1475
C 3.3439 -2.4302 0.4194
C 2.5782 -1.2739 0.3691
N 1.3723 -1.2010 0.9603
C 3.0905 -0.0456 -0.2633
C 4.4029 0.0744 -0.7308
N 4.9178 1.2281 -1.1128
C 4.1248 2.2925 -1.0613
C 2.8005 2.1840 -0.6787
N 2.2845 1.0227 -0.2817
C 3.6532 -4.7902 1.1290
C 3.8666 -5.5396 2.2808
C 4.5856 -6.7218 2.1788
N 5.0755 -7.1839 1.0347
C 4.8609 -6.4723 -0.0662
C 4.1643 -5.2740 -0.0730
H -2.8825 -1.5015 5.2353
H -1.3894 0.4174 4.5159
H -0.7267 -4.0649 2.8768
H 1.4386 -4.1392 2.5899
H 4.2932 -2.4834 -0.0921
H 5.0662 -0.7789 -0.7831
H 4.5590 3.2463 -1.3313
H 2.1383 3.0351 -0.6740
H 3.4997 -5.1981 3.2401
H 4.7805 -7.3262 3.0573
H 5.2670 -6.8815 -0.9843
H 3.9922 -4.7411 -0.9997
S -0.0033 2.7571 6.2735
C -0.0462 3.5090 7.8084
C -0.1004 4.8633 7.7083
C -0.1124 5.3082 6.3648
C -0.0657 4.2875 5.4551
C -0.0854 4.3606 3.9988
C 0.2446 3.2419 3.2032
N 0.1860 3.2307 1.8952
C -0.2031 4.3301 1.2345
C -0.4640 5.5346 1.9204
C -0.7517 6.7263 1.1846
C -0.7723 6.7128 -0.1627
C -0.5670 5.4976 -0.8927
C -0.5929 5.4827 -2.2927
C -0.4291 4.2972 -2.9780
C -0.2653 3.1388 -2.1980
N -0.2036 3.1162 -0.8855
C -0.3285 4.2860 -0.2039
C -0.4008 4.2015 -4.4323
C -0.5679 3.0849 -5.2089
C -0.4380 3.3458 -6.5935
C -0.1720 4.6533 -6.8541
S -0.0787 5.5854 -5.4245
C -0.4183 5.5176 3.3211
H -0.0311 2.9046 8.7010
H -0.1316 5.5215 8.5636
H -0.1352 6.3540 6.0936
H 0.5789 2.3164 3.6664
H -0.9312 7.6406 1.7365
H -0.9540 7.6181 -0.7282
H -0.7462 6.4098 -2.8325
H -0.1632 2.1815 -2.6913
H -0.8085 2.1095 -4.8074
H -0.5379 2.5917 -7.3599
H -0.0214 5.1254 -7.8114
H -0.6587 6.4254 3.8602
C -4.1832 -5.3782 0.6702
O -5.1143 -4.3113 0.6166
C -4.6397 -3.0618 0.5198
C -5.6141 -2.0412 0.5274
C -5.2219 -0.7449 0.4195
C -3.8625 -0.3570 0.2969
C -3.5427 1.0218 0.0677
C -4.6375 2.0597 0.1865
O -2.4212 1.4490 -0.2633
C -2.8706 -1.3878 0.3452
O -1.5818 -1.1970 0.3478
C -3.3078 -2.7304 0.4339
H -4.7768 -6.2861 0.7267
H -3.5510 -5.3016 1.5592
H -3.5590 -5.4024 -0.2239
H -6.6562 -2.3176 0.6111
H -5.9890 0.0163 0.4088
H -5.1551 1.9723 1.1412
H -5.3680 1.9408 -0.6145
H -4.1920 3.0481 0.1036
H -2.5342 -3.4830 0.4325
C -2.0510 -4.6861 -2.9558
C -2.5860 -3.5350 -3.5118
C -2.0106 -2.3017 -3.2391
C -0.9076 -2.1840 -2.3928
C -0.4186 -3.3518 -1.8018
C -0.9685 -4.5897 -2.0910
Si -0.1112 -0.4896 -2.1650
C 1.6267 -0.5955 -2.9145
C 2.1987 0.4969 -3.5753
C 3.4482 0.4111 -4.1701
C 4.1691 -0.7730 -4.1068
C 3.6320 -1.8632 -3.4378
C 2.3773 -1.7728 -2.8524
H -2.4735 -5.6543 -3.1938
H -3.4438 -3.5976 -4.1689
H -2.4232 -1.4137 -3.7051
H 0.4034 -3.2970 -1.0945
H -0.5555 -5.4851 -1.6401
H -0.9200 0.3720 -3.0640
H 1.6504 1.4321 -3.6447
H 3.8560 1.2671 -4.6934
H 5.1320 -0.8528 -4.5942
H 4.1909 -2.7907 -3.3886
H 1.9635 -2.6481 -2.3679
*
```

C4H8N2O | ωB97M-V/def2-TZVPD

Energy above the lowest of the compared OMol25 structures with the same formula, charge and spin ... 48.11 kcal per mole
HOMO energy ... -8.741 eV
Molar mass ... 100.1 g mol⁻¹
SMILES ... [H]/N=C\[C@H](O)/C=C\N

Structure (ORCA input):
```
! RIJCOSX wB97M-V def2-TZVPD def2/J DEFGRID3
* xyz 0 1
C -0.9371 1.2007 -0.6534
N 0.0723 1.8464 0.0366
C -0.0343 -1.1115 -0.3206
C 0.1644 -0.9637 1.1791
C -1.0274 -0.1157 -0.8599
O 1.2211 -1.0526 -0.9891
N 1.2593 -0.9856 1.7885
H 1.4385 -0.1247 -1.1303
H -1.6546 1.8648 -1.1158
H 0.5661 1.2794 0.7124
H -0.1667 2.7549 0.3968
H 2.0604 -1.1309 1.1669
H -0.4067 -2.1304 -0.4897
H -0.7402 -0.8365 1.7634
H -1.8151 -0.4946 -1.4849
*
```

C24H29BN2O6 | ωB97M-V/def2-TZVPD

HOMO energy ... -8.214 eV
Molar mass ... 452.3 g mol⁻¹
SMILES ... Cc1ccc(C(C)C)c(OCC2=C(CB(O)O)C(=O)OC2=O)c1.c1cc[nH]c1.c1cc[nH]c1

Structure (ORCA input):
```
! RIJCOSX wB97M-V def2-TZVPD def2/J DEFGRID3
* xyz 0 1
C 0.2947 -4.8550 -1.5142
C 1.2008 -3.8000 -2.0754
C 2.1447 -4.1365 -3.0460
C 3.0049 -3.1565 -3.5356
C 2.9545 -1.8325 -3.0970
C 3.9289 -0.8219 -3.6602
C 3.2768 0.1290 -4.6858
C 4.6898 -0.0393 -2.5651
C 1.9843 -1.5050 -2.1417
O 1.9332 -0.1868 -1.7378
C 0.6700 0.2919 -1.3286
C 0.7086 1.7660 -1.3163
C 1.5249 2.5240 -0.5845
C 2.6311 2.2230 0.3545
B 2.3853 1.0855 1.4529
O 2.8169 -0.1913 1.1822
O 1.7645 1.2842 2.6591
C 1.2386 3.9525 -0.8499
O 1.7854 4.9008 -0.4271
O 0.1888 4.0148 -1.7239
C -0.1132 2.7319 -2.0984
O -0.9097 2.5162 -2.9477
C 1.1293 -2.4788 -1.6343
H 0.7782 -5.3594 -0.6798
H -0.6274 -4.4379 -1.1240
H 0.0674 -5.6086 -2.2587
H 2.2125 -5.1448 -3.4185
H 3.7463 -3.4223 -4.2739
H 4.6851 -1.3934 -4.1900
H 3.1063 1.0957 -4.2223
H 3.9674 0.2996 -5.5054
H 2.3524 -0.2679 -5.0854
H 4.7316 -0.6504 -1.6673
H 4.1136 0.8389 -2.2988
H 5.6868 0.2320 -2.8873
H 0.4622 -0.0361 -0.3067
H -0.1551 -0.0695 -1.9408
H 3.5251 1.9749 -0.2162
H 2.8352 3.1494 0.8837
H 3.4380 -0.1659 0.4464
H 2.2751 0.7928 3.3140
H 0.3973 -2.2441 -0.8758
N -2.3010 1.5081 0.4176
C -3.4869 0.9293 0.7716
C -3.3887 0.5489 2.0832
C -2.0920 0.9116 2.5353
C -1.4428 1.5090 1.4880
H -2.0849 1.8767 -0.4912
H -4.2918 0.8352 0.0631
H -4.1574 0.0554 2.6551
H -1.6812 0.7529 3.5182
H -0.4580 1.9296 1.3874
N -6.1088 0.9343 4.6895
C -7.2961 0.3600 5.0531
C -7.1937 -0.0203 6.3642
C -5.8924 0.3408 6.8090
C -5.2489 0.9282 5.7529
H -5.8979 1.3039 3.7806
H -8.1076 0.2719 4.3515
H -7.9644 -0.5029 6.9412
H -5.4783 0.1872 7.7911
H -4.2585 1.3411 5.6664
*
```

Number 1: strongest force on any atom 0.0262 hartree/bohr. Number 2: strongest force on any atom 0.0166 hartree/bohr. Number 3: strongest force on any atom 0.0271 hartree/bohr.